A cluster of 2 separate species, C36H36N4O4 in total, computed with ωB97M-V/def2-TZVPD.

Properties
Frontier orbital gap in eV: 6.1821
Relative energy (zero: lowest compared OMol25 entry of this formula, charge and spin) in kJ/mol: 48.1
SMILES string: c1ccc(CN2CCN3CCN(Cc4ccccc4)c4cncc2c43)cc1.CC1(C)OC(=O)C(=Cc2ccccc2)C(=O)O1
DFT total energy in eV: -52066.3160
Molar mass in g mol⁻¹: 588.71
HOMO level in hartree: -0.25252
E_LUMO in eV: -0.69

```
! wB97M-V def2-TZVPD RIJCOSX def2/J DEFGRID3
* xyz 0 1
C 0.319 5.257 1.955
C -0.748 4.187 1.976
C -1.976 4.656 2.756
O -1.167 3.799 0.655
C -0.283 3.032 -0.062
O -0.499 2.835 -1.244
C 0.910 2.516 0.664
C 1.950 2.029 -0.082
C 3.282 1.691 0.374
C 3.942 2.306 1.478
C 5.191 1.847 1.896
C 5.802 0.761 1.259
C 5.214 0.228 0.109
C 4.035 0.765 -0.391
C 0.837 2.477 2.122
O 1.686 2.030 2.860
O -0.305 3.006 2.685
H 1.200 4.958 1.386
H -0.113 6.155 1.513
H 0.595 5.482 2.986
H -2.738 3.865 2.788
H -1.679 4.894 3.782
H -2.392 5.555 2.296
H 1.702 1.917 -1.139
H 3.491 3.167 1.970
H 5.673 2.335 2.743
H 6.732 0.351 1.648
H 5.682 -0.608 -0.403
H 3.663 0.481 -1.380
C -6.012 -0.328 -4.855
C -5.269 0.822 -5.167
C -3.917 0.896 -4.834
C -3.281 -0.167 -4.177
C -1.794 -0.047 -3.914
N -1.225 -1.118 -3.085
C -0.241 -1.913 -3.769
C 0.062 -3.231 -3.084
N -0.118 -3.193 -1.657
C 0.447 -4.309 -0.944
C -0.041 -4.383 0.487
N -0.129 -3.088 1.106
C -0.305 -3.125 2.552
C 0.602 -2.179 3.296
C 0.471 -2.110 4.689
C 1.329 -1.310 5.441
C 2.306 -0.531 4.809
C 2.414 -0.569 3.419
C 1.586 -1.405 2.659
C -0.494 -1.977 0.399
C -0.766 -0.705 0.981
N -1.207 0.314 0.267
C -1.528 0.164 -1.006
C -1.141 -0.997 -1.720
C -0.567 -2.080 -1.011
C -4.018 -1.315 -3.859
C -5.384 -1.395 -4.201
H -7.071 -0.380 -5.123
H -5.744 1.664 -5.673
H -3.320 1.778 -5.079
H -1.272 -0.108 -4.877
H -1.562 0.934 -3.480
H -0.631 -2.111 -4.769
H 0.696 -1.339 -3.889
H -0.587 -4.018 -3.504
H 1.101 -3.516 -3.291
H 0.187 -5.224 -1.487
H 1.550 -4.227 -0.939
H -1.003 -4.919 0.541
H 0.675 -4.971 1.068
H -1.360 -2.929 2.815
H -0.086 -4.153 2.866
H -0.312 -2.713 5.161
H 1.233 -1.293 6.527
H 2.975 0.109 5.387
H 3.155 0.047 2.909
H 1.710 -1.410 1.573
H -0.605 -0.479 2.030
H -2.013 1.016 -1.473
H -3.540 -2.161 -3.355
H -5.961 -2.293 -3.956
*
```

***

A structure of composition C36H37Br2O4PS, computed with ωB97M-V/def2-TZVPD.

Properties
Frontier orbital gap in eV: 8.1095
DFT total energy in eV: -206330.7830
Molar mass in g mol⁻¹: 756.54
HOMO level in hartree: -0.34012
E_LUMO in eV: -1.15

```
! wB97M-V def2-TZVPD RIJCOSX def2/J DEFGRID3
* xyz 0 1
O 6.802 1.813 -0.744
S 6.375 3.136 -1.102
O 7.595 4.173 -0.879
Br 8.628 3.965 0.624
O 5.474 3.629 0.207
P 3.976 4.308 0.061
O 3.287 3.333 -1.051
Br 4.403 5.988 -1.343
H 2.866 2.568 -0.633
C -2.155 3.726 0.727
C -2.371 2.561 0.003
C -1.442 2.142 -0.938
C -0.295 2.891 -1.161
C -0.079 4.057 -0.440
C -1.008 4.476 0.503
H -2.878 4.047 1.465
H -3.263 1.973 0.177
H -1.613 1.229 -1.495
H 0.429 2.570 -1.901
H 0.814 4.641 -0.620
H -0.837 5.385 1.064
C -3.873 -1.753 2.699
C -3.317 -0.691 2.000
C -2.101 -0.154 2.399
C -1.440 -0.677 3.502
C -1.997 -1.737 4.205
C -3.212 -2.275 3.803
H -4.815 -2.179 2.379
H -3.828 -0.288 1.134
H -1.666 0.665 1.841
H -0.489 -0.262 3.810
H -1.481 -2.147 5.063
H -3.643 -3.107 4.347
C -2.653 -0.312 -3.981
C -3.340 -1.174 -4.824
C -2.776 -1.560 -6.031
C -1.524 -1.082 -6.396
C -0.837 -0.220 -5.554
C -1.402 0.165 -4.346
H -3.097 -0.009 -3.041
H -4.317 -1.545 -4.540
H -3.312 -2.231 -6.690
H -1.084 -1.383 -7.338
H 0.139 0.151 -5.838
H -0.867 0.840 -3.690
C -2.322 -6.544 -0.726
C -1.961 -6.105 0.541
C -2.071 -4.761 0.868
C -2.545 -3.856 -0.072
C -2.905 -4.294 -1.339
C -2.793 -5.638 -1.666
H -2.234 -7.592 -0.980
H -1.594 -6.812 1.274
H -1.791 -4.413 1.854
H -2.631 -2.809 0.187
H -3.272 -3.587 -2.073
H -3.071 -5.980 -2.655
C 10.519 4.453 -2.987
C 9.501 5.264 -3.469
C 9.741 6.117 -4.538
C 10.997 6.161 -5.126
C 12.016 5.350 -4.644
C 11.776 4.498 -3.575
H 10.344 3.788 -2.149
H 8.523 5.237 -3.009
H 8.947 6.751 -4.911
H 11.183 6.826 -5.960
H 12.996 5.382 -5.102
H 12.571 3.866 -3.200
C -7.437 -4.448 6.188
C -6.372 -3.590 5.950
C -5.410 -3.389 6.930
C -5.512 -4.045 8.148
C -6.577 -4.903 8.387
C -7.539 -5.104 7.407
H -8.187 -4.605 5.424
H -6.292 -3.076 5.000
H -4.582 -2.716 6.743
H -4.761 -3.889 8.912
H -6.657 -5.416 9.337
H -8.370 -5.772 7.593
*
```

***

A structure of composition C36H37BrCsGeN2O3Te4, computed with ωB97M-V/def2-TZVPD.

Properties
Frontier orbital gap (spin up / spin down) in eV: 4.5565 / 4.3247
<S²>: 0.76
Relative energy (zero: lowest compared OMol25 entry of this formula, charge and spin) in kJ/mol: 42.3
DFT total energy in eV: -203333.7836
Molar mass in g mol⁻¹: 1341.52
HOMO level (spin up / spin down) in hartree: -0.05459 / -0.04844
E_LUMO (spin up / spin down) in eV: 3.07 / 3.01

```
! wB97M-V def2-TZVPD RIJCOSX def2/J DEFGRID3
* xyz -2 2
Cs 0.996 -1.369 0.768
C -5.088 -1.682 1.671
N -3.920 -2.341 1.107
C -4.213 -3.481 0.253
C -2.673 -1.818 1.145
O -1.763 -2.211 0.464
C -2.463 -0.742 2.197
O -1.087 -0.558 2.410
C -0.863 0.536 3.259
C 0.640 0.763 3.382
O 1.436 0.052 2.803
N 1.034 1.809 4.156
C 2.458 2.039 4.350
C 0.128 2.630 4.933
H -5.804 -1.466 0.875
H -4.838 -0.739 2.143
H -5.580 -2.324 2.408
H -4.987 -3.214 -0.473
H -4.554 -4.322 0.859
H -3.321 -3.780 -0.292
H -2.952 -1.029 3.132
H -2.914 0.194 1.845
H -1.296 0.351 4.251
H -1.335 1.432 2.846
H 3.020 1.356 3.719
H 2.732 1.872 5.397
H 2.709 3.068 4.082
H -0.895 2.543 4.576
H 0.421 3.677 4.846
H 0.152 2.360 5.994
Te -1.470 -5.524 2.919
Te -0.608 -4.811 0.528
Te 2.030 -4.756 0.641
Te 2.488 -6.708 -1.146
Br 4.088 -2.300 2.426
C 5.543 -1.744 1.318
C 6.791 -2.171 1.664
C 7.898 -1.744 0.891
C 7.710 -0.900 -0.166
C 6.410 -0.448 -0.521
C 6.214 0.460 -1.593
C 4.946 0.880 -1.888
C 3.833 0.391 -1.158
C 3.912 -0.514 -0.111
C 5.259 -0.892 0.209
H 6.931 -2.823 2.515
H 8.892 -2.090 1.149
H 8.558 -0.558 -0.754
H 7.073 0.808 -2.157
H 4.791 1.590 -2.697
H 2.854 0.764 -1.465
C -3.838 -1.801 -4.824
C -3.997 -2.077 -3.470
C -3.163 -1.474 -2.533
C -2.153 -0.566 -2.894
C -2.024 -0.306 -4.265
C -2.845 -0.912 -5.214
Ge -0.866 0.126 -1.471
C 0.049 1.527 -2.636
C 1.071 1.066 -3.483
C 1.822 1.927 -4.276
C 1.586 3.298 -4.233
C 0.586 3.786 -3.401
C -0.171 2.911 -2.623
C -2.160 1.376 -0.505
C -3.561 1.284 -0.540
C -4.376 2.048 0.296
C -3.815 2.956 1.189
C -2.428 3.091 1.227
C -1.625 2.302 0.406
H -4.471 -2.281 -5.562
H -4.760 -2.778 -3.149
H -3.290 -1.728 -1.487
H -1.268 0.393 -4.604
H -2.704 -0.689 -6.266
H 1.299 0.004 -3.505
H 2.610 1.531 -4.908
H 2.183 3.976 -4.832
H 0.392 4.853 -3.359
H -0.958 3.322 -1.998
H -4.028 0.598 -1.241
H -5.456 1.945 0.242
H -4.444 3.559 1.832
H -1.975 3.809 1.904
H -0.542 2.408 0.473
*
```